[1]
Computed, not measured: a cluster of 2 separate species, C4H11NO3 in total, with ωB97M-V with the def2-TZVPD basis set.

XYZ file:
```
19
Properties=species:S:1:pos:R:3:forces:R:3
C 0.00000 0.00000 0.00000 0.015 -0.018 0.757
N 0.62164 1.23962 0.51676 -0.833 1.068 -2.018
C 1.01998 1.46285 1.77752 -0.045 -3.931 0.682
O 1.13166 0.47409 2.53962 -0.015 2.007 -0.539
C 1.38359 2.84447 2.14317 -0.112 1.056 0.685
C 1.13035 3.01460 3.64344 -0.133 0.069 0.616
O 1.35208 4.38175 4.03603 2.564 -0.430 -0.389
H -1.00876 -0.07924 0.43903 0.323 -0.220 -0.212
H 0.58502 -0.88547 0.30050 -0.218 0.541 -0.051
H -0.09388 0.00325 -1.09900 0.242 0.339 0.542
H 0.37143 2.09288 0.01090 0.198 -0.636 0.093
H 2.44367 2.99367 1.86135 -0.404 0.063 0.364
H 0.78569 3.61979 1.62658 0.276 -0.494 -0.005
H 1.75223 2.31660 4.23633 -0.348 0.398 -0.352
H 0.07728 2.87454 3.95471 0.443 -0.509 -0.642
H 2.21659 4.41315 4.49651 -0.804 0.225 -0.410
O -0.63287 4.93569 5.35138 -0.489 1.239 0.801
H 0.15041 4.82118 4.76691 -0.401 0.256 0.531
H -0.50764 5.82045 5.76344 -0.259 -1.024 -0.453
```
Forces are in eV/Å.

Summary:
frontier orbital gap = 10.386 eV
SMILES = CNC(=O)CCO.O
calculated total energy = -11958.741 eV
multiplicity = 1
energy relative to the best compared isomer or geometry (same formula, charge and spin) = 31.6 kcal/mol
E_LUMO = 0.5974 eV

[2]
Computed, not measured: a cluster of 2 separate species, C4H11NO3 in total, with ωB97M-V with the def2-TZVPD basis set.

XYZ file:
```
19
Properties=species:S:1:pos:R:3:forces:R:3
C 0.11287 -0.21055 1.89435 0.278 0.358 -2.849
N -0.29534 0.15976 0.42704 -0.568 -0.132 1.954
C -1.01436 1.43541 0.55471 -0.235 -0.038 1.207
C -1.03572 -0.82859 -0.42089 0.011 1.861 0.522
C -0.21145 -0.83121 -1.70064 0.501 -2.605 0.282
O -0.31009 -0.26068 -2.74483 -0.597 0.987 0.187
O 0.76192 -1.77735 -1.53515 0.350 0.356 -0.524
H -0.67625 -0.57751 2.53688 -0.443 -0.396 -0.131
H 0.41458 0.75750 2.30116 0.412 -0.414 0.109
H 0.96288 -0.90377 1.79433 -0.410 0.202 0.484
H -0.30198 2.04168 1.14594 -0.119 0.846 -1.529
H -1.49371 1.78960 -0.39786 1.048 0.025 0.953
H -1.79082 1.43091 1.36344 -0.344 -0.629 -0.791
H -2.03215 -0.41682 -0.63653 0.134 -0.388 0.047
H -1.11662 -1.78929 0.08704 0.178 -0.077 -0.445
H 1.31361 -1.73176 -2.34760 -0.248 -0.051 0.589
O 2.60187 0.63165 -0.84301 0.735 0.101 -0.156
H 1.86549 1.06527 -1.28006 -0.249 -0.146 0.222
H 2.24527 0.01575 -0.19832 -0.433 0.141 -0.131
```
Forces are in eV/Å.

Summary:
frontier orbital gap = 9.834 eV
SMILES = CN(C)CC(=O)O.O
calculated total energy = -11958.016 eV
multiplicity = 1
energy relative to the best compared isomer or geometry (same formula, charge and spin) = 48.3 kcal/mol
E_LUMO = 0.6986 eV

[3]
Computed, not measured: the molecule C4H11NO3, with ωB97M-V with the def2-TZVPD basis set.

XYZ file:
```
19
Properties=species:S:1:pos:R:3:forces:R:3
C 1.75862 -0.33504 -0.44529 -0.372 -0.030 -0.095
C 0.27722 -0.68672 -0.48613 0.117 1.117 0.135
O -0.09344 -0.82207 -1.83539 -0.019 0.104 -0.044
O 0.02534 -1.89924 0.20055 -0.357 0.255 0.236
C -0.64555 0.46663 0.17823 1.068 -1.080 -0.354
C -0.35663 0.62071 1.66576 -0.148 -0.019 -0.321
N -0.41122 1.68465 -0.51405 0.320 0.090 -0.132
O -1.98010 0.03243 -0.04925 -0.194 -1.002 0.441
H 1.89637 0.69218 -0.76774 0.075 0.040 -0.032
H 2.13594 -0.45319 0.56612 0.045 -0.003 0.068
H 2.30203 -0.99504 -1.11961 0.054 -0.078 -0.001
H -1.06308 -0.82328 -1.86561 0.086 -0.011 0.075
H 0.52248 -2.59935 -0.24040 -0.078 0.117 -0.031
H -0.34670 -0.35466 2.14370 -0.011 -0.041 0.120
H 0.60231 1.11004 1.80213 0.111 -0.010 0.076
H -1.13638 1.23243 2.11541 -0.041 0.058 0.056
H -0.97995 2.44105 -0.15517 -0.047 -0.106 -0.124
H -0.53331 1.56422 -1.51373 -0.139 0.145 0.131
H -1.97396 -0.87574 0.32047 -0.469 0.453 -0.204
```
Forces are in eV/Å.

Summary:
frontier orbital gap = 10.589 eV
SMILES = CC(O)(O)[C@@](C)(N)O
calculated total energy = -11959.508 eV
multiplicity = 1
energy relative to the best compared isomer or geometry (same formula, charge and spin) = 13.9 kcal/mol
E_LUMO = 0.7576 eV

[4]
Computed, not measured: a cluster of 2 separate species, C4H11NO3 in total, with ωB97M-V with the def2-TZVPD basis set.

XYZ file:
```
19
Properties=species:S:1:pos:R:3:forces:R:3
C -0.67487 -1.26356 1.26565 -0.871 0.935 1.954
C 0.22551 -0.53709 0.28811 0.038 -1.627 -1.520
N 1.53301 -1.14986 0.14492 1.428 -0.226 0.018
C -0.43154 -0.45784 -1.15269 -0.580 1.680 1.305
C -0.37798 0.99961 -1.57558 0.193 -0.701 -2.739
O -0.43309 2.00103 -0.94553 0.226 0.381 0.477
O -0.34914 0.95187 -2.98150 -0.192 -0.692 0.368
H -0.44544 -0.92910 2.28520 0.652 -0.167 0.016
H -1.75472 -0.96115 1.32069 0.715 -0.562 -1.005
H -0.49871 -2.33905 1.27796 -0.395 -0.001 -0.399
H 0.54154 0.44314 0.63530 -1.010 -0.008 -0.276
H 2.09203 -1.13902 0.99026 -0.249 0.287 0.062
H 1.65882 -2.07978 -0.22989 -0.812 -0.050 -0.193
H -1.51848 -0.65832 -1.13910 0.358 -0.120 0.361
H -0.05867 -1.02768 -1.99832 0.576 -0.318 0.573
H 0.13919 1.54246 -3.56299 -0.083 0.821 0.793
O 0.17636 2.24793 2.19944 -0.053 -0.056 -0.341
H 0.68841 1.74609 1.55113 0.086 0.329 0.390
H -0.51222 2.61033 1.62694 -0.027 0.096 0.155
```
Forces are in eV/Å.

Summary:
frontier orbital gap = 10.125 eV
SMILES = C[C@@H](N)CC(=O)O.O
calculated total energy = -11958.385 eV
multiplicity = 1
energy relative to the best compared isomer or geometry (same formula, charge and spin) = 39.8 kcal/mol
E_LUMO = 0.6577 eV

[5]
Computed, not measured: the molecule C4H11NO3S2, with ωB97M-V with the def2-TZVPD basis set.

XYZ file:
```
21
Properties=species:S:1:pos:R:3:forces:R:3
C 2.43687 -0.68206 -0.31568 0.868 -0.804 0.332
N 1.27747 0.19544 -0.31403 1.090 -0.924 0.766
C 1.69170 1.57808 -0.54776 1.690 1.576 1.419
C 0.37752 -0.03807 0.85111 -0.424 2.113 -0.016
C -0.49847 -1.15905 0.44565 0.376 -3.642 0.018
S -1.47055 -1.09257 -1.09428 -0.814 1.221 0.882
S -2.80133 0.25578 -0.05893 -3.220 -5.856 2.369
O -2.99687 -0.31701 1.31487 -0.179 1.459 -3.517
O -2.29304 1.52644 -0.17932 0.916 3.832 -0.672
O -4.28600 0.23426 -0.90645 4.336 2.873 0.039
H 2.90503 -0.71996 -1.28742 0.382 0.815 -0.407
H 3.21863 -0.47336 0.47349 -0.674 0.128 -0.624
H 2.25210 -1.76250 -0.25496 -0.817 0.211 0.635
H 2.80022 1.57802 -1.18680 -3.554 0.221 1.835
H 0.85119 2.21557 -1.06069 1.758 -1.256 0.869
H 1.89378 2.05342 0.60143 -0.187 -0.669 -3.183
H 0.71851 -0.20860 1.99914 0.017 0.455 -2.734
H -0.23032 0.88322 0.79692 0.200 -0.280 0.849
H -1.19601 -1.59678 1.17561 0.462 0.638 0.063
H 0.20307 -2.01815 0.24798 -0.682 0.518 -0.096
H -4.85351 -0.45211 -0.69989 -1.545 -2.628 1.171
```
Forces are in eV/Å.

Summary:
frontier orbital gap = 8.854 eV
SMILES = CN(C)CCSS(=O)(=O)O
calculated total energy = -33626.126 eV
multiplicity = 1
energy relative to the best compared isomer or geometry (same formula, charge and spin) = 66.9 kcal/mol
E_LUMO = 0.0449 eV

[6]
Computed, not measured: a cluster of 2 separate species, C4H11NO4PS in total, with ωB97M-V with the def2-TZVPD basis set.

XYZ file:
```
22
Properties=species:S:1:pos:R:3:forces:R:3
C -3.07888 -0.16175 0.30199 0.615 1.884 0.374
C 0.03430 0.57428 -2.79627 0.517 4.642 -0.903
C -1.89459 0.78111 0.24394 -1.410 0.980 0.647
C -1.00041 0.55030 -0.65240 1.148 0.378 1.489
N 0.00855 0.28776 -1.32196 -0.481 0.674 -3.518
O 1.20106 -0.21331 -1.05632 1.854 -1.622 2.408
O 3.36020 0.75318 1.59704 0.230 -1.206 -0.368
O 2.54846 -0.27519 3.64623 -0.617 2.322 -2.874
O 1.56633 -0.99791 1.41768 -0.261 -0.444 -1.059
P 2.81887 -0.65054 2.11691 0.170 0.405 0.488
S 4.29544 -2.15043 2.01466 -1.228 0.195 -0.174
H -2.81597 -1.15831 0.21220 0.590 -1.984 -0.201
H -3.74875 0.10780 -0.48516 -0.645 0.191 -0.390
H -3.50085 0.03310 1.24870 -0.991 -0.191 0.960
H 0.19409 -0.21325 -3.45673 0.183 -2.071 -0.236
H 0.86625 1.33266 -3.06638 -0.709 -1.450 1.205
H -0.78873 1.19944 -3.23275 -0.151 -0.999 1.310
H 1.42817 -0.61025 -0.04127 -1.403 0.922 -1.073
H -2.01372 1.72788 0.89932 0.754 -1.481 -1.536
H 3.31952 -3.09118 1.73889 0.664 0.662 0.167
H 3.36334 1.33988 2.34513 0.275 0.916 0.540
H 2.76938 -0.91080 4.24842 0.898 -2.723 2.744
```
Forces are in eV/Å.

Summary:
frontier orbital gap = 10.625 eV
net charge = +1
calculated total energy = -34122.801 eV
multiplicity = 1
energy relative to the best compared isomer or geometry (same formula, charge and spin) = 0.0 kcal/mol
E_LUMO = -3.2269 eV

Number 1: largest force on an atom 0.0776 hartree/bohr. Number 2: largest force on an atom 0.0561 hartree/bohr. Number 3: largest force on an atom 0.0303 hartree/bohr. Number 4: largest force on an atom 0.0551 hartree/bohr. Number 5: largest force on an atom 0.1379 hartree/bohr. Number 6: largest force on an atom 0.0925 hartree/bohr.